[1]
ORCA calculation (ωB97M-V/def2-TZVPD) on a structure of composition C24H51AlBrN2O16 at a distorted geometry.

Element x y z (Å)
1 C -1.144911 1.805823 2.962597
2 C -0.727032 0.228044 3.061014
3 N -0.414217 -0.463609 1.766860
4 C 0.059710 0.444884 0.665963
5 C 1.527425 1.176181 0.969652
6 Al 2.474545 1.791845 -0.788930
7 Br 4.524949 2.938039 -0.058126
8 C 1.303507 3.024430 -1.953363
9 C 0.227354 3.873814 -1.049192
10 C -1.277340 3.971568 -1.707515
11 N -1.938078 2.624374 -1.939099
12 C -1.455475 -1.461645 1.331280
13 C -2.281528 -1.491504 -0.081148
14 O -1.705118 -2.489415 2.190762
15 H -0.170969 2.471297 3.111185
16 H -1.744173 2.110773 2.005095
17 H -1.845721 2.065833 3.892317
18 H -1.624260 -0.316148 3.629692
19 H 0.206149 0.108742 3.793751
20 H 0.275472 -0.260422 -0.273570
21 H -0.754642 1.215587 0.271692
22 H 1.435986 2.109202 1.672302
23 H 2.221631 0.391426 1.539443
24 H 2.833218 0.473016 -1.617616
25 H 0.754671 2.435345 -2.819214
26 H 2.004896 3.824038 -2.488750
27 H 0.129197 3.430185 0.030362
28 H 0.663178 4.974080 -0.907207
29 H -1.313824 4.598911 -2.698856
30 H -1.952551 4.556929 -0.926281
31 H -2.481503 2.419877 -1.046937
32 H -1.232316 1.842344 -1.987662
33 H -1.997534 -2.516313 -0.622002
34 H -2.017348 -0.642344 -0.840020
35 H -3.460795 -1.486734 0.078767
36 C 2.394299 -4.382475 -4.544819
37 O 1.769197 -4.015564 -3.316529
38 C 1.233278 -5.056285 -2.630178
39 O 1.248999 -6.227360 -2.975581
40 O 0.676788 -4.568292 -1.492865
41 C 0.069913 -5.558334 -0.664772
42 H 2.787312 -3.473572 -5.008676
43 H 3.230272 -5.065637 -4.363613
44 H 1.667095 -4.831392 -5.229091
45 H 0.813007 -6.288644 -0.328397
46 H -0.750191 -6.054310 -1.193914
47 H -0.342075 -5.056846 0.215189
48 C -1.484968 6.611112 -8.508098
49 O -2.110069 6.978023 -7.279807
50 C -2.645989 5.937302 -6.593457
51 O -2.630268 4.766227 -6.938860
52 O -3.202479 6.425295 -5.456143
53 C -3.809354 5.435253 -4.628050
54 H -1.091954 7.520015 -8.971955
55 H -0.648995 5.927949 -8.326891
56 H -2.212172 6.162195 -9.192370
57 H -3.066259 4.704943 -4.291676
58 H -4.629458 4.939277 -5.157194
59 H -4.221341 5.936741 -3.748089
60 C -9.685616 -0.863338 1.799040
61 O -8.755801 -1.868190 2.198780
62 C -7.454851 -1.532334 2.008734
63 O -7.046455 -0.480564 1.541870
64 O -6.686943 -2.569500 2.428142
65 C -5.283893 -2.355644 2.286941
66 H -10.693782 -1.238370 1.995716
67 H -9.539089 0.051933 2.381454
68 H -9.597061 -0.659918 0.726959
69 H -4.961299 -1.499914 2.888896
70 H -5.019341 -2.211834 1.234380
71 H -4.767483 -3.247375 2.652579
72 C 6.988108 0.894652 -0.139402
73 O 7.576642 -0.277504 0.420733
74 C 7.104593 -1.440370 -0.095309
75 O 6.252475 -1.546169 -0.963451
76 O 7.744911 -2.465210 0.521938
77 C 7.346099 -3.759978 0.076127
78 H 7.439302 1.764370 0.346130
79 H 7.193592 0.954572 -1.212986
80 H 5.910264 0.914445 0.051491
81 H 7.565875 -3.886204 -0.988981
82 H 6.282561 -3.926281 0.275582
83 H 7.921204 -4.502387 0.636161
84 C 3.986650 -1.542686 8.390855
85 O 2.846855 -1.240998 7.588405
86 C 2.673202 -2.072561 6.530230
87 O 3.390847 -3.014719 6.233088
88 O 1.562678 -1.674236 5.859877
89 C 1.254405 -2.464261 4.713121
90 H 4.027568 -0.815677 9.206644
91 H 3.898727 -2.543472 8.825705
92 H 4.906524 -1.453625 7.803931
93 H 1.057245 -3.502042 5.000916
94 H 2.065052 -2.412099 3.979168
95 H 0.349090 -2.056586 4.255126

Atomic forces in eV per Å
C 0.21 0.55 1.11
C -0.46 -0.01 2.17
N -3.23 -0.53 -1.84
C 1.49 0.25 -1.92
C -0.66 -0.45 1.10
Al -0.67 -0.15 0.19
Br -0.82 0.32 -0.15
C -0.43 1.38 -0.60
C 0.01 0.74 -0.41
C 0.27 0.83 0.95
N 0.20 -0.16 1.85
C -0.27 -3.63 4.23
C 0.47 -0.44 -0.69
O 1.01 5.74 -4.68
H -2.25 -1.34 -0.69
H 1.33 -0.69 1.77
H 1.48 -0.69 -1.97
H 2.03 0.86 -1.53
H -1.95 0.51 -1.65
H -0.49 1.37 2.03
H 1.65 -1.42 1.09
H -0.09 -1.78 -1.05
H -1.50 1.54 -1.19
H 0.21 -0.05 -0.06
H 1.00 1.09 1.67
H -1.50 -1.66 0.90
H 0.02 0.70 -1.95
H -1.06 -2.25 -0.26
H 0.42 -1.25 1.79
H 1.26 -1.10 -1.65
H 0.91 0.21 -1.59
H -0.71 1.37 -0.05
H -0.64 2.21 1.31
H -0.40 -1.48 1.69
H 2.79 0.02 0.03
C 0.23 -0.05 -0.40
O -0.52 -0.80 0.66
C 0.05 -0.16 -0.09
O -0.03 1.52 0.45
O 0.47 -0.25 -0.99
C -0.23 -0.29 0.36
H -0.19 -0.03 0.36
H -0.26 0.00 -0.04
H 0.15 -0.08 0.19
H -0.17 0.04 -0.20
H 0.26 -0.03 0.02
H 0.19 0.19 -0.28
C 0.22 -0.11 -0.38
O -0.41 -0.57 0.55
C -0.07 -0.62 0.08
O -0.03 1.78 0.42
O 0.53 -0.10 -1.10
C -0.20 -0.47 0.41
H -0.19 -0.02 0.34
H -0.27 -0.01 -0.05
H 0.17 -0.08 0.19
H -0.21 0.02 -0.18
H 0.26 -0.02 0.03
H 0.20 0.16 -0.29
C -0.30 0.31 -0.13
O 0.86 0.10 -0.07
C 0.47 0.28 -0.14
O -0.68 -1.49 0.66
O -1.05 0.82 -0.33
C 0.70 0.01 0.01
H 0.33 -0.18 0.07
H 0.09 -0.11 -0.23
H 0.10 0.09 0.23
H -0.06 -0.08 -0.26
H -0.12 0.09 0.28
H -0.32 0.13 -0.05
C -0.41 0.40 -0.20
O 0.03 -1.58 -0.27
C -0.53 0.62 -0.44
O 1.38 -0.04 1.28
O -0.23 0.50 -0.24
C -0.13 -0.31 -0.10
H 0.00 -0.36 0.09
H -0.19 -0.10 0.14
H 0.51 -0.17 -0.22
H -0.21 0.08 0.14
H 0.15 0.09 -0.21
H 0.03 0.36 0.05
C 0.34 -0.06 0.22
O -0.19 -0.48 -0.66
C 0.01 -0.35 -0.46
O -0.96 1.33 0.54
O 1.07 -0.16 0.94
C -0.26 -0.33 -0.64
H -0.26 -0.01 -0.28
H 0.10 0.10 -0.22
H -0.18 -0.19 0.07
H 0.20 0.16 -0.05
H -0.10 -0.11 0.20
H 0.20 0.03 0.25

Summary:
- Max |F|: 7.5 eV/A
- Total charge: -1
- Spin multiplicity: 1
- Orbital gap: 7.70 eV
- ΔE to the lowest compared entry with this formula, charge and spin: 122.6 kcal/mol
- LUMO: 2.11 eV

Atom charges from the Mulliken analysis, given in e for atoms 1 to 4:
1 C -0.79
2 C -0.48
3 N 0.66
4 C -0.64

---

[2]
ORCA calculation (ωB97M-V/def2-TZVPD) on a cluster of 2 separate species, C2H10NO in total at a distorted geometry.

Element x y z (Å)
1 C 0.178604 -1.643472 0.900387
2 N -0.210038 -0.352389 0.201157
3 C -1.207281 -0.598303 -0.965742
4 H -0.564203 -2.481447 0.566054
5 H 1.175240 -1.860902 0.647786
6 H 0.049816 -1.653196 1.982672
7 H 0.631679 0.108086 -0.197715
8 H -0.569847 0.322890 0.832461
9 H -0.634767 -1.032558 -1.897290
10 H -1.483807 0.406299 -1.375293
11 H -2.047467 -1.325960 -0.691666
12 H 1.879372 2.459772 0.268018
13 H 0.773124 2.991813 -0.661196
14 O 1.054150 2.247821 -0.061224

Atomic forces in eV per Å
C -2.77 -1.40 -0.29
N 0.11 -1.69 -1.68
C 0.95 -0.25 -1.83
H 1.64 1.55 0.25
H 1.11 -0.50 -0.35
H 0.13 0.78 -0.09
H -0.56 -0.10 0.26
H -0.65 0.77 0.79
H -0.79 0.40 2.21
H -0.39 -0.90 0.85
H 1.24 1.51 -0.12
H 2.73 0.92 1.02
H 0.59 -1.10 1.00
O -3.34 0.01 -2.02

Summary:
- Max |F|: 3.9 eV/A
- Total charge: +1
- Spin multiplicity: 1
- Orbital gap: 12.91 eV
- ΔE to the lowest compared entry with this formula, charge and spin: 22.9 kcal/mol
- LUMO: -3.24 eV

Atom charges from the natural (NBO) analysis, given in e for atoms 1 to 4:
1 C -0.43
2 N -0.51
3 C -0.45
4 H 0.24

---

[3]
ORCA calculation (ωB97M-V/def2-TZVPD) on a structure of composition C28H45BrN2P2Pb at a distorted geometry.

Element x y z (Å)
1 N -6.856803 5.146095 -4.451627
2 C -6.507474 5.654393 -3.258372
3 C -5.417823 5.171047 -2.524424
4 C -4.637936 4.117839 -3.049135
5 C -4.981967 3.628707 -4.340740
6 C -6.107420 4.157656 -4.998925
7 C -3.602475 3.526746 -2.219055
8 Pb 0.471467 2.820042 0.707668
9 P 5.605799 -0.660937 0.309588
10 C -2.782314 2.524350 -2.637282
11 C -1.985313 1.738550 -1.707799
12 C -0.852210 1.072282 -2.216080
13 C 0.007542 0.429234 -1.349033
14 C -0.459863 0.134111 -0.049344
15 C -1.425021 1.012973 0.541585
16 C -2.268712 1.719928 -0.327121
17 Br 1.598949 0.122900 1.265591
18 H -3.543366 3.940534 -1.202715
19 H -2.653872 2.318364 -3.714645
20 H -5.181452 5.600593 -1.544850
21 H -4.370068 2.837483 -4.796918
22 H -7.122793 6.472058 -2.839692
23 H -6.424399 3.778159 -5.985353
24 H -0.712018 1.092371 -3.298855
25 H -3.180740 2.200002 0.059509
26 H 0.998624 0.097680 -1.672327
27 H -1.589826 0.933199 1.619216
28 P -0.647249 -2.074633 0.384812
29 C 4.858800 1.002476 0.626341
30 C 5.820863 2.171712 0.386037
31 H 4.507573 1.039821 1.666864
32 H 3.964095 1.097557 0.000075
33 H 5.382127 3.127376 0.705016
34 H 6.752836 2.060073 0.952203
35 H 6.076332 2.277618 -0.670947
36 C 4.832590 -1.230504 -1.263754
37 C 5.577176 -2.361409 -1.979287
38 H 4.829947 -0.345534 -1.906754
39 H 3.782543 -1.508321 -1.114160
40 H 5.155357 -2.530400 -2.977290
41 H 6.633880 -2.119561 -2.121240
42 H 5.523348 -3.303458 -1.428260
43 C 4.792992 -1.869234 1.492153
44 C 5.505344 -1.914190 2.857720
45 H 4.909391 -2.863131 1.018417
46 H 3.718130 -1.674850 1.601435
47 H 4.861058 -2.377135 3.620859
48 H 6.406366 -2.545802 2.797129
49 H 5.790100 -0.909024 3.198773
50 C -0.620241 -3.479717 1.606553
51 C -1.606830 -4.650345 1.423167
52 H -0.730499 -2.982280 2.583876
53 H 0.400201 -3.886493 1.565400
54 H -2.597720 -4.424972 1.834210
55 H -1.737235 -4.935903 0.366539
56 H -1.214006 -5.537016 1.948058
57 C 0.442097 -2.761859 -0.905712
58 C -0.056088 -2.844967 -2.343163
59 H 0.790862 -3.742939 -0.536994
60 H 1.301051 -2.080822 -0.813882
61 H -1.073788 -3.240315 -2.399671
62 H 0.013871 -1.884666 -2.870770
63 H 0.588393 -3.563284 -2.877027
64 C -2.375192 -2.125584 -0.168767
65 C -3.394336 -1.790411 0.939132
66 H -2.546921 -3.108007 -0.637147
67 H -2.419407 -1.337743 -0.935868
68 H -4.169030 -1.158020 0.486508
69 H -3.902546 -2.674871 1.339741
70 H -2.965609 -1.241634 1.792458
71 C -1.199197 0.010388 5.104493
72 C -0.659728 1.467032 5.297334
73 C -0.190234 2.047084 4.059516
74 N 0.127373 2.648400 3.122560
75 H -2.090443 0.028968 4.484876
76 H -1.465380 -0.521982 6.053429
77 H -0.438516 -0.590097 4.589361
78 H -1.433994 2.155301 5.696708
79 H 0.170985 1.470981 6.030112

Atomic forces in eV per Å
N 0.54 -0.35 -0.15
C 0.41 -0.01 0.77
C -0.76 0.71 0.13
C 0.80 -0.32 0.53
C -0.48 -0.11 -0.89
C 0.59 -0.27 0.50
C -1.85 1.43 -0.72
Pb 0.40 -0.46 0.75
P -3.58 -0.87 0.18
C 0.77 -0.95 0.06
C -0.84 0.71 -0.50
C -0.02 0.15 0.34
C 0.29 -0.63 -0.62
C 0.15 -1.34 1.34
C -0.15 -0.86 0.12
C 0.06 0.22 -0.06
Br 0.13 0.94 0.21
H -0.02 -0.35 -0.39
H -0.22 0.02 0.68
H -0.14 -0.15 -0.40
H -0.55 0.44 0.04
H 0.32 -0.57 -0.46
H 0.19 0.29 0.65
H 0.48 0.14 0.34
H 0.64 -0.09 -0.07
H -0.61 -0.39 -0.08
H -0.46 -0.10 -0.41
P -1.43 -0.56 -2.03
C 0.74 0.58 0.52
C 0.27 0.40 -0.07
H 0.25 -0.34 -0.12
H 0.28 -0.38 -0.17
H -0.01 -0.34 -0.07
H -0.21 -0.02 -0.12
H 0.04 -0.06 0.09
C 1.08 0.48 -0.99
C 0.21 -0.24 -0.12
H 0.01 -0.01 -0.08
H 0.13 0.13 0.64
H 0.01 0.06 0.28
H -0.13 -0.01 0.01
H -0.01 0.09 -0.04
C 1.67 -0.65 0.36
C 0.02 -0.22 0.24
H -0.16 0.48 0.03
H 0.27 0.50 -0.40
H 0.18 0.25 -0.28
H -0.26 0.42 0.02
H -0.08 -0.32 0.07
C 1.02 0.83 1.78
C -0.52 0.19 -0.59
H -0.01 -0.62 0.00
H -0.14 0.41 0.11
H 0.31 -0.05 -0.11
H 0.14 0.03 0.37
H 0.00 0.49 -0.12
C 0.51 0.49 0.27
C 0.23 -0.28 -0.37
H -0.28 0.43 -0.14
H 0.29 -0.29 -0.28
H 0.13 0.15 -0.09
H -0.19 -0.31 0.15
H -0.27 0.34 0.11
C 0.20 0.54 -0.22
C -0.35 0.12 -0.05
H -0.06 0.47 0.10
H -0.20 -0.44 -0.16
H 0.09 -0.17 0.32
H 0.25 0.19 -0.13
H -0.06 -0.14 -0.23
C 0.19 -0.13 0.21
C -0.29 -0.75 1.04
C 0.11 1.10 -0.35
N -0.25 -0.80 -0.10
H -0.18 0.00 -0.05
H 0.38 0.87 -0.68
H -0.12 0.07 0.19
H 0.35 -0.35 -0.22
H -0.26 0.10 -0.41

Summary:
- Max |F|: 3.7 eV/A
- Total charge: +4
- Spin multiplicity: 1
- Orbital gap (spin up / spin down): 5.21 / 5.79 eV
- LUMO (spin up / spin down): -13.67 / -12.79 eV

Atom charges from the Mulliken analysis, given in e for atoms 1 to 4:
1 N -0.37
2 C -0.35
3 C -0.44
4 C 1.02

---

- What is the total charge in the second record?
  +1

---

- Number 1 is which compound?
  C24H51AlBrN2O16